1.
DFT (ωB97M-V with the def2-TZVPD basis set) results for C24H28O14S3Zn as an isolated structure in a non-equilibrium geometry.

Element x y z (Å)
Zn  -0.127  -0.223  0.051
C  2.754  -2.825  -1.399
C  1.606  -2.094  -0.804
C  0.477  -2.857  -0.113
O  -0.543  -2.203  0.084
C  0.789  -4.184  0.477
C  1.975  -4.822  0.122
C  2.977  -4.121  -0.869
O  3.998  -4.795  -1.333
O  2.324  -5.583  1.164
O  1.400  -0.801  -0.905
H  3.407  -2.269  -2.054
H  0.123  -4.616  1.209
C  2.165  1.178  2.807
C  3.503  1.505  3.281
C  4.523  0.292  3.478
O  5.678  0.480  4.030
C  4.090  -1.008  3.275
C  2.773  -1.221  2.853
C  1.836  -0.089  2.576
O  0.619  -0.260  2.118
O  2.432  -2.468  2.685
O  3.882  2.632  3.511
H  1.547  2.054  2.672
H  4.686  -1.898  3.415
C  2.116  3.077  -2.851
C  3.410  2.816  -1.973
C  2.919  2.508  -0.488
S  1.125  2.944  -0.279
O  0.932  3.841  0.874
O  0.411  1.708  -0.234
C  0.971  3.754  -2.082
H  1.732  2.067  -2.995
H  2.306  3.533  -3.822
H  3.968  3.752  -1.963
H  4.124  2.098  -2.374
H  3.461  2.893  0.376
H  2.880  1.420  -0.422
H  1.174  4.825  -2.045
H  -0.046  3.552  -2.416
C  -4.141  -0.057  -4.077
C  -3.089  -0.864  -4.903
C  -1.940  -1.307  -3.947
S  -1.555  0.241  -3.097
O  -0.646  1.033  -3.904
O  -1.095  0.020  -1.688
C  -3.367  0.854  -3.125
H  -4.842  -0.759  -3.625
H  -4.819  0.531  -4.695
H  -2.659  -0.188  -5.642
H  -3.629  -1.629  -5.460
H  -0.974  -1.590  -4.364
H  -2.376  -2.138  -3.391
H  -3.427  1.933  -3.270
H  -3.782  0.692  -2.131
C  -3.441  -0.943  4.130
C  -2.778  0.386  4.344
C  -3.233  1.280  3.093
S  -3.332  0.107  1.621
O  -2.111  0.121  0.782
O  -4.650  0.360  1.114
C  -3.228  -1.356  2.743
H  -4.517  -0.854  4.279
H  -3.055  -1.648  4.867
H  -1.701  0.218  4.382
H  -3.035  0.813  5.313
H  -2.806  2.214  2.730
H  -4.269  1.611  3.161
H  -2.142  -1.437  2.776
H  -3.734  -2.237  2.346

Computed properties:
energy relative to the best compared isomer or geometry (same formula, charge and spin)	595.18	kJ/mol
charge	-2
LUMO energy	2.97	eV

=====

2.
DFT (ωB97M-V with the def2-TZVPD basis set) results for C24H29BN3O2Pt as an isolated structure.

Element x y z (Å)
Pt  -0.637  0.410  -0.103
N  -0.028  -1.468  0.674
C  1.259  -1.502  1.366
C  1.693  -2.674  1.912
C  2.937  -2.752  2.576
C  3.728  -1.645  2.661
C  3.305  -0.422  2.089
C  4.110  0.742  2.119
C  3.666  1.885  1.529
C  2.396  1.874  0.915
N  1.618  0.821  0.881
C  2.056  -0.335  1.444
H  -0.016  -2.139  -0.095
H  -0.761  -1.758  1.314
H  1.073  -3.560  1.832
H  3.255  -3.692  3.004
H  4.689  -1.686  3.157
H  5.076  0.702  2.607
H  4.256  2.790  1.522
H  2.013  2.771  0.444
C  3.724  -1.847  -7.320
C  2.400  -1.074  -7.244
C  2.685  0.399  -7.537
C  1.438  -1.602  -8.318
C  1.775  -1.275  -5.862
C  1.455  -2.570  -5.437
C  0.881  -2.840  -4.198
C  0.639  -1.758  -3.390
O  0.076  -1.719  -2.116
B  0.060  -0.369  -1.778
O  0.594  0.414  -2.783
C  0.944  -0.480  -3.788
C  1.509  -0.199  -5.010
H  4.185  -1.701  -8.299
H  3.577  -2.918  -7.177
H  4.422  -1.496  -6.558
H  3.131  0.488  -8.529
H  3.389  0.825  -6.819
H  1.772  0.997  -7.531
H  1.871  -1.457  -9.310
H  0.485  -1.072  -8.279
H  1.239  -2.668  -8.194
H  1.657  -3.404  -6.096
H  0.638  -3.848  -3.893
H  1.730  0.823  -5.280
C  -4.573  3.585  -1.407
C  -4.304  3.328  0.084
C  -3.989  4.641  0.816
C  -5.494  2.610  0.735
C  -3.121  2.448  0.180
N  -2.200  1.769  0.260
H  -5.440  4.241  -1.488
H  -4.789  2.657  -1.935
H  -3.724  4.074  -1.885
H  -4.859  5.293  0.745
H  -3.138  5.150  0.363
H  -3.774  4.464  1.869
H  -6.366  3.260  0.669
H  -5.302  2.398  1.787
H  -5.719  1.675  0.223

Computed properties:
energy relative to the best compared isomer or geometry (same formula, charge and spin)	115.27	kJ/mol
charge	+1
LUMO energy (spin up / spin down)	-3.33 / -3.33	eV

=====

3.
DFT (ωB97M-V with the def2-TZVPD basis set) results for C24H29CeClN2P2 as an isolated structure in a non-equilibrium geometry.

Element x y z (Å)
C  -0.171  -3.673  -2.535
C  -0.349  -2.310  -2.369
C  -1.605  -1.866  -1.730
C  -2.090  -2.746  -0.691
C  -1.762  -4.126  -0.763
C  -0.929  -4.588  -1.777
C  -3.051  -2.243  0.216
C  -3.438  -0.910  0.102
C  -2.901  -0.141  -1.003
C  -3.062  1.308  -0.863
C  -4.211  1.775  -0.245
C  -4.959  0.911  0.595
C  -4.526  -0.379  0.839
H  0.558  -4.051  -3.244
H  -2.299  -4.803  -0.099
H  -0.773  -5.666  -1.906
H  -3.117  -2.741  1.228
H  -4.539  2.813  -0.358
H  -5.871  1.290  1.082
H  -5.043  -1.048  1.535
N  -2.282  -0.726  -2.084
Ce  0.252  -0.272  1.973
C  0.749  -1.296  -2.589
H  0.315  -0.402  -3.055
H  1.536  -1.748  -3.203
C  -1.913  2.206  -1.253
H  -1.558  1.911  -2.249
H  -2.229  3.253  -1.236
P  1.515  -0.737  -0.913
P  -0.480  1.972  -0.050
C  -1.079  3.147  1.216
H  -0.300  3.440  1.941
H  -1.450  4.051  0.700
H  -1.917  2.685  1.767
C  0.686  3.059  -0.912
H  0.314  4.096  -0.919
H  1.658  3.040  -0.413
H  0.813  2.730  -1.959
C  2.562  -2.216  -0.618
H  3.183  -2.418  -1.505
H  3.229  -2.071  0.249
H  1.918  -3.092  -0.424
C  2.796  0.379  -1.587
H  3.394  0.775  -0.761
H  3.466  -0.160  -2.273
H  2.347  1.227  -2.129
H  -0.848  -1.341  1.769
H  -1.538  0.360  2.206
Cl  5.184  -1.401  2.834
C  4.182  -0.014  2.808
C  4.683  1.271  2.984
C  3.786  2.337  2.851
C  2.455  2.117  2.549
N  1.962  0.854  2.501
C  2.815  -0.233  2.617
H  5.712  1.396  3.237
H  4.112  3.359  3.001
H  1.730  2.898  2.365
H  2.379  -1.244  2.548

Computed properties:
energy relative to the best compared isomer or geometry (same formula, charge and spin)	536.22	kJ/mol
charge	+1
2S+1	2
LUMO energy (spin up / spin down)	-4.03 / -3.98	eV

=====

4.
DFT (ωB97M-V with the def2-TZVPD basis set) results for C24H29CuNO3PTe2 as an isolated structure.

Element x y z (Å)
Cu  1.039  -0.204  -1.504
O  1.567  -2.730  -4.645
C  1.534  -1.919  -3.720
O  0.545  -1.380  -3.153
C  2.922  -1.500  -3.152
C  4.090  -1.997  -3.715
C  5.302  -1.609  -3.171
C  5.318  -0.745  -2.084
C  4.108  -0.296  -1.581
N  2.942  -0.666  -2.110
H  4.001  -2.671  -4.554
H  6.231  -1.981  -3.587
H  6.242  -0.420  -1.625
H  4.055  0.371  -0.729
C  -2.238  -2.545  -2.211
P  -3.115  -1.000  -1.944
C  -4.062  -0.716  -3.452
C  -4.340  -1.311  -0.661
O  -2.216  0.129  -1.603
H  -2.855  -3.291  -2.715
H  -1.905  -2.938  -1.249
H  -1.353  -2.315  -2.810
H  -4.803  -1.496  -3.627
H  -3.370  -0.676  -4.295
H  -4.559  0.251  -3.365
H  -5.085  -2.051  -0.957
H  -4.830  -0.364  -0.424
H  -3.822  -1.648  0.238
C  4.814  0.596  4.618
C  3.656  0.598  3.656
C  2.920  1.747  3.410
C  1.854  1.763  2.516
C  1.122  3.055  2.292
C  1.487  0.590  1.836
Te  -0.204  0.578  0.480
C  2.226  -0.579  2.076
C  1.942  -1.907  1.413
C  3.291  -0.552  2.974
H  4.852  1.524  5.190
H  5.768  0.491  4.094
H  4.741  -0.232  5.325
H  3.182  2.667  3.925
H  1.609  3.876  2.821
H  0.084  2.998  2.626
H  1.065  3.304  1.232
H  1.114  -1.857  0.713
H  1.702  -2.662  2.167
H  2.823  -2.255  0.868
H  3.848  -1.471  3.144
Te  -1.720  3.414  -0.416
C  -3.476  2.624  0.437
C  -4.680  2.737  -0.263
C  -5.862  2.222  0.255
C  -5.863  1.564  1.477
C  -4.670  1.437  2.177
C  -3.492  1.966  1.666
H  -4.687  3.229  -1.228
H  -6.783  2.328  -0.307
H  -6.781  1.151  1.878
H  -4.651  0.924  3.131
H  -2.571  1.851  2.223

Computed properties:
energy relative to the best compared isomer or geometry (same formula, charge and spin)	68.56	kJ/mol
charge	-1
2S+1	2
LUMO energy (spin up / spin down)	2.56 / 2.02	eV

=====

5.
DFT (ωB97M-V with the def2-TZVPD basis set) results for C24H29F7O24Si2 as an isolated structure.

Element x y z (Å)
C  -1.632  -3.468  2.793
C  -1.028  -2.455  2.559
Si  -0.177  -0.893  2.115
O  -1.239  0.374  1.970
Si  -2.444  0.607  3.100
C  -3.989  -0.431  2.766
O  -4.854  0.326  1.916
O  -5.448  -0.600  0.988
H  -2.363  -4.244  2.854
H  0.421  -1.103  0.783
H  0.884  -0.632  3.079
H  -2.888  2.010  2.950
H  -2.002  0.417  4.491
H  -3.756  -1.359  2.256
H  -4.468  -0.646  3.723
H  -5.391  -0.114  0.157
C  -0.984  -8.627  0.926
C  -0.178  -7.638  1.737
O  -1.101  -6.577  1.922
C  -2.351  -7.115  1.894
O  -3.325  -6.549  2.267
O  -2.321  -8.367  1.399
F  0.901  -7.177  1.060
H  -0.928  -8.427  -0.142
H  -0.707  -9.661  1.106
H  0.148  -8.003  2.713
C  1.888  4.460  4.241
C  2.828  3.636  3.394
O  2.595  2.320  3.860
C  1.307  2.280  4.315
O  0.694  1.291  4.523
O  0.819  3.534  4.465
F  4.130  3.961  3.619
H  2.343  4.733  5.194
H  1.531  5.355  3.740
H  2.629  3.687  2.323
C  5.518  5.083  -0.015
C  6.239  6.046  0.901
O  5.277  7.075  1.069
C  4.051  6.515  0.917
O  3.030  7.023  1.242
O  4.147  5.287  0.355
F  7.350  6.560  0.328
H  5.655  5.351  -1.063
H  5.807  4.047  0.135
H  6.499  5.636  1.878
C  1.215  9.057  -0.597
C  1.226  10.544  -0.864
O  2.521  10.745  -1.404
C  2.904  9.580  -2.001
O  3.813  9.472  -2.749
O  2.091  8.567  -1.620
F  1.099  11.271  0.273
H  1.635  8.818  0.380
H  0.229  8.610  -0.685
H  0.479  10.883  -1.584
C  2.530  -7.714  -2.993
C  1.616  -7.614  -4.192
O  0.614  -8.581  -3.886
C  0.541  -8.671  -2.536
O  -0.351  -9.187  -1.942
O  1.611  -8.092  -1.957
F  2.242  -7.975  -5.339
H  3.277  -8.498  -3.120
H  3.024  -6.778  -2.747
H  1.134  -6.647  -4.334
C  -3.312  -7.004  -6.633
C  -2.236  -8.021  -6.941
O  -1.049  -7.281  -6.706
C  -1.339  -6.328  -5.784
O  -0.526  -5.713  -5.177
O  -2.673  -6.191  -5.640
F  -2.266  -8.422  -8.233
H  -3.545  -6.395  -7.507
H  -4.225  -7.443  -6.242
H  -2.242  -8.901  -6.295
C  -3.169  4.061  0.950
C  -3.484  5.138  1.962
O  -3.172  6.323  1.249
C  -3.349  6.063  -0.079
O  -3.412  6.889  -0.923
O  -3.448  4.729  -0.288
F  -2.694  5.060  3.060
H  -2.117  3.773  0.981
H  -3.786  3.174  1.062
H  -4.527  5.172  2.278

Computed properties:
LUMO energy	0.27	eV

=====

6.
DFT (ωB97M-V with the def2-TZVPD basis set) results for one molecule with the formula C24H29N3O.

Element x y z (Å)
O  -0.418  -0.509  1.841
C  -0.053  -0.001  0.795
N  -0.910  0.395  -0.190
C  -2.354  0.171  -0.130
C  -2.943  0.895  1.084
C  -4.458  0.701  1.108
C  -5.070  1.279  -0.167
C  -4.485  0.557  -1.379
C  -4.810  -0.934  -1.291
C  -4.200  -1.510  -0.014
C  -4.779  -0.790  1.202
C  -2.684  -1.324  -0.042
C  -2.969  0.749  -1.406
N  1.279  0.256  0.562
C  1.771  0.893  -0.649
C  3.154  1.459  -0.460
C  3.350  2.535  0.398
C  4.616  3.053  0.595
C  5.701  2.505  -0.069
C  5.512  1.439  -0.932
C  4.244  0.918  -1.125
C  2.241  -0.371  1.447
C  3.028  -1.446  0.753
C  4.409  -1.533  0.875
C  5.077  -2.534  0.187
N  4.471  -3.415  -0.590
C  3.155  -3.340  -0.699
C  2.390  -2.384  -0.052
H  -0.542  0.507  -1.120
H  -2.493  0.491  1.990
H  -2.697  1.958  1.024
H  -4.872  1.220  1.980
H  -6.155  1.154  -0.150
H  -4.857  2.348  -0.232
H  -4.916  0.972  -2.298
H  -5.893  -1.076  -1.284
H  -4.411  -1.455  -2.165
H  -4.430  -2.580  0.049
H  -4.347  -1.203  2.115
H  -5.861  -0.937  1.241
H  -2.235  -1.730  0.865
H  -2.255  -1.845  -0.902
H  -2.549  0.243  -2.281
H  -2.728  1.812  -1.480
H  1.786  0.181  -1.489
H  1.097  1.720  -0.898
H  2.502  2.960  0.916
H  4.758  3.888  1.266
H  6.691  2.909  0.084
H  6.354  1.008  -1.454
H  4.104  0.083  -1.797
H  1.650  -0.808  2.260
H  2.916  0.378  1.872
H  4.952  -0.829  1.487
H  6.153  -2.633  0.254
H  2.697  -4.083  -1.339
H  1.316  -2.366  -0.164

Computed properties:
structure (SMILES)	O=C(N[C@]12C[C@H]3C[C@H](C[C@H](C3)C1)C2)N(Cc1ccccc1)Cc1ccncc1
energy relative to the best compared isomer or geometry (same formula, charge and spin)	0.00	kJ/mol
LUMO energy	0.57	eV

=====

7.
DFT (ωB97M-V with the def2-TZVPD basis set) results for one molecule with the formula C24H29N3O3.

Element x y z (Å)
C  -0.979  -0.791  1.402
N  -1.385  -2.092  0.917
C  -2.755  -2.459  1.189
C  -3.860  -1.825  0.315
N  -3.908  -0.386  0.423
C  -3.647  0.434  -0.619
O  -3.447  0.023  -1.744
C  -3.633  1.908  -0.237
C  -3.070  2.797  -1.346
C  -1.636  2.422  -1.714
O  -0.848  2.420  -0.534
C  0.431  2.001  -0.620
C  1.083  1.682  -1.764
C  2.456  1.249  -1.782
O  3.070  1.010  -2.810
N  3.075  1.113  -0.542
C  4.451  0.664  -0.545
C  2.447  1.403  0.640
C  3.094  1.243  1.874
C  2.458  1.567  3.051
C  1.160  2.068  3.046
C  0.503  2.221  1.849
C  1.122  1.885  0.642
C  -0.968  -2.308  -0.457
C  0.531  -2.401  -0.573
C  1.273  -3.033  0.417
C  2.645  -3.155  0.295
C  3.290  -2.658  -0.825
C  2.559  -2.026  -1.816
C  1.188  -1.892  -1.684
H  -1.340  -0.651  2.420
H  -1.332  0.039  0.778
H  0.111  -0.753  1.419
H  -2.836  -3.544  1.067
H  -2.955  -2.226  2.239
H  -3.690  -2.049  -0.740
H  -4.824  -2.250  0.614
H  -4.036  0.004  1.344
H  -3.032  2.032  0.667
H  -4.657  2.213  -0.010
H  -3.679  2.692  -2.243
H  -3.101  3.836  -1.015
H  -1.624  1.426  -2.169
H  -1.235  3.147  -2.433
H  0.621  1.748  -2.735
H  5.103  1.412  -0.091
H  4.732  0.529  -1.589
H  4.547  -0.286  -0.020
H  4.101  0.863  1.913
H  2.978  1.434  3.988
H  0.677  2.331  3.974
H  -0.503  2.607  1.816
H  -1.337  -1.519  -1.134
H  -1.397  -3.260  -0.789
H  0.760  -3.425  1.283
H  3.212  -3.647  1.073
H  4.360  -2.769  -0.929
H  3.053  -1.626  -2.688
H  0.623  -1.393  -2.459

Computed properties:
structure (SMILES)	CN(CCNC(=O)CCCOc1cc(=O)n(C)c2ccccc12)Cc1ccccc1
energy relative to the best compared isomer or geometry (same formula, charge and spin)	170.64	kJ/mol
LUMO energy	0.54	eV